A structure of composition C47H55AsBaClN5O5P2Te. Source: the Open Molecules 2025 dataset; level of theory: ωB97M-V/def2-TZVPD.

Results
HOMO	0.7	eV
Kohn-Sham gap	2.68	eV
total charge	-2
LUMO level	3.351	eV
total energy	-6145.59907	a.u.

Each line ends with the Mulliken charge.
Atoms and positions in Å:
Ba: -0.715783 0.150857 0.650483  0.355
N: 3.111117 0.261457 0.652883  -0.596
P: 1.951417 0.150857 2.593983  0.446
C: 2.322417 -1.710243 2.259683  0.199
C: 3.568517 -2.375343 2.321983  -0.494
C: 3.620717 -3.772943 2.360483  -0.912
C: 2.441217 -4.519843 2.332783  -0.770
C: 1.206717 -3.871243 2.268283  -0.766
C: 1.150217 -2.476043 2.229883  0.803
C: 3.085017 0.238357 3.795683  1.604
C: 2.399017 0.083657 4.994883  -1.026
C: 3.086617 0.153957 6.208383  -0.821
C: 4.465117 0.387657 6.218483  -0.492
C: 5.155217 0.553257 5.013883  -0.715
C: 4.468117 0.482657 3.796083  -0.581
P: 1.938117 0.150857 -1.281517  1.280
C: 3.703917 0.125857 -1.924817  0.164
C: 4.038117 -0.858943 -2.867517  -0.541
C: 5.216717 -0.766643 -3.612117  -0.811
C: 6.082317 0.312557 -3.429217  -0.443
C: 5.767117 1.304357 -2.501817  -0.523
C: 4.589917 1.218057 -1.754317  -0.458
C: 1.448017 -1.455143 -1.492217  1.185
C: 2.038017 -2.669543 -1.107717  -0.478
C: 1.489917 -3.877643 -1.553017  -0.293
C: 0.354817 -3.871543 -2.367417  -1.194
C: -0.235683 -2.658443 -2.736817  0.525
C: 0.311017 -1.450243 -2.293417  -0.964
H: 3.953717 -0.391543 0.639483  0.208
H: 4.496217 -1.824543 2.345083  0.328
H: 4.577317 -4.276343 2.411583  0.356
H: 2.483917 -5.600943 2.361283  0.384
H: 0.292417 -4.450143 2.248383  0.443
H: 0.184717 -1.991243 2.183883  -0.027
H: 1.329317 -0.099343 4.995083  0.458
H: 2.553017 0.026957 7.141383  0.434
H: 4.998217 0.441457 7.158883  0.375
H: 6.222017 0.736157 5.022083  0.402
H: 5.010617 0.613457 2.870683  0.385
H: 3.404017 -1.707843 -3.064517  0.206
H: 5.459017 -1.531643 -4.338217  0.391
H: 6.993317 0.381457 -4.008517  0.349
H: 6.434817 2.145357 -2.362417  0.385
H: 4.363617 2.002457 -1.045217  0.433
H: 2.914917 -2.684643 -0.478117  0.196
H: 1.945917 -4.815443 -1.263717  0.413
H: -0.069683 -4.807243 -2.709417  0.284
H: -1.117383 -2.656043 -3.363517  0.418
H: -0.155883 -0.513943 -2.578817  -0.064
O: -6.230683 2.517857 3.116583  -0.621
C: -5.217283 3.288957 3.569483  0.452
O: -5.506183 4.265157 4.258583  -0.681
C: -3.825683 2.924057 3.265283  -0.290
C: -2.734283 3.634357 3.754583  0.309
Cl: -2.723983 5.131457 4.596383  -0.203
N: -1.567983 3.016457 3.353683  0.158
N: -1.852483 2.006657 2.506283  0.664
C: -3.202383 1.922857 2.432083  0.051
C: -3.976483 0.925257 1.560583  0.342
O: -5.234883 0.908757 1.771583  -0.941
O: -3.398383 0.193357 0.692983  -0.343
C: -0.183783 3.252157 3.661683  -0.073
C: 0.247317 4.042157 4.733683  -0.542
C: 1.614417 4.238957 4.970383  -1.104
C: 2.567517 3.634357 4.155183  -0.733
C: 2.157717 2.820557 3.105183  -0.190
C: 0.795017 2.627257 2.862783  -0.284
H: -5.931583 1.757757 2.537983  0.541
H: -0.435683 4.492857 5.441983  0.348
H: 1.931317 4.859157 5.805083  0.320
H: 3.625917 3.786657 4.345383  0.390
H: 2.890817 2.330757 2.470083  1.096
H: 0.506217 1.984757 2.030083  -1.236
O: 0.875617 -2.071543 0.650483  1.510
H: 0.747117 -2.909143 1.162883  -0.084
H: 1.709917 -2.219743 0.138083  -0.680
Te: -2.056183 -2.170043 2.971383  -1.267
C: -3.404083 4.885357 -1.260817  -1.136
C: -3.312683 3.717957 -2.231017  -0.776
As: -2.003183 2.379957 -1.578617  0.537
C: -0.284083 3.370057 -1.827917  0.180
C: -0.113683 4.184157 -3.101617  -1.270
C: -2.107383 1.040757 -3.058717  0.219
C: -2.251383 1.570757 -4.479917  -1.335
H: -4.159683 5.613357 -1.622417  0.372
H: -2.424583 5.399157 -1.178717  0.273
H: -3.709183 4.521357 -0.256717  0.223
H: -3.034483 4.089157 -3.236217  0.448
H: -4.307183 3.227957 -2.298417  0.437
H: 0.555217 2.648657 -1.731417  -0.229
H: -0.215583 4.079957 -0.975617  0.272
H: -0.070383 3.542857 -3.992117  0.206
H: 0.854317 4.727357 -3.053317  0.427
H: -0.916883 4.939457 -3.204517  0.233
H: -3.017883 0.438157 -2.851317  0.253
H: -1.230683 0.363257 -2.990617  -0.271
H: -3.150583 2.210457 -4.575817  0.266
H: -2.374183 0.710057 -5.171317  0.396
H: -1.358883 2.118357 -4.809117  0.215
N: -1.776183 -1.685243 -1.185617  0.029
C: -2.309183 -2.421743 -1.901717  -0.426
N: -2.931383 -3.273343 -2.728517  0.433
C: -3.001783 -4.737843 -2.480417  -0.799
C: -4.431783 -5.218943 -2.705317  -0.837
C: -4.927483 -4.854343 -4.103617  -0.657
C: -4.749683 -3.362043 -4.378617  -0.805
C: -3.313483 -2.917443 -4.120817  -0.229
H: -2.697683 -4.962543 -1.451617  0.439
H: -2.304983 -5.255343 -3.150517  0.308
H: -5.092583 -4.761143 -1.958517  0.353
H: -4.486083 -6.303843 -2.563617  0.390
H: -5.983583 -5.127643 -4.206317  0.329
H: -4.370583 -5.432443 -4.851017  0.288
H: -5.429583 -2.793443 -3.731617  0.332
H: -5.027783 -3.139943 -5.414617  0.392
H: -3.233283 -1.834543 -4.270217  -0.105
H: -2.622883 -3.399143 -4.823217  0.375
H: 0.804017 2.273357 0.650483  0.899

Forces on the atoms, in the same order (eV/Å):
Ba -1.50 -0.33 0.94
N -1.61 0.79 -0.11
P 0.06 -4.12 -7.66
C 2.17 0.21 3.59
C -1.76 0.87 0.06
C -0.14 -0.68 -0.36
C 0.30 0.80 -0.25
C 0.50 -2.09 1.12
C 2.04 1.01 6.21
C 3.26 0.87 3.11
C 0.65 0.05 1.37
C 0.32 -0.02 -0.38
C -0.27 -0.01 -0.35
C -0.64 -0.15 -0.19
C -0.17 -0.08 0.78
P 4.81 3.38 3.83
C -0.51 0.12 -1.13
C 0.76 0.45 -0.16
C 0.15 0.41 0.39
C -0.29 -0.19 0.06
C -0.44 -0.46 0.14
C -0.08 -0.36 -0.28
C -0.90 -1.67 -2.79
C 0.70 -2.32 -4.13
C 0.74 0.86 0.26
C -0.34 1.05 -0.50
C 2.18 -1.26 -1.00
C 1.34 -0.92 -0.44
H -1.60 0.32 -0.06
H 0.12 0.21 0.11
H 0.09 0.00 0.02
H -0.03 -0.07 0.07
H -0.25 0.20 0.32
H -0.76 -0.19 3.40
H -0.10 0.00 0.00
H -0.04 0.00 -0.02
H 0.01 0.02 0.03
H 0.04 0.01 -0.02
H -0.12 0.06 -0.17
H -0.27 -0.01 0.10
H -0.01 -0.06 -0.02
H 0.05 0.01 -0.05
H -0.02 0.02 0.04
H -0.22 -0.10 0.07
H 0.66 -0.02 -0.11
H -0.01 0.03 0.11
H 0.02 0.01 0.02
H 1.18 0.03 -0.43
H 0.56 -0.46 0.18
O 0.33 2.50 1.70
C -2.87 -0.20 0.20
O 0.76 -0.59 -0.52
C 1.59 0.00 -0.59
C 0.59 -0.37 0.04
Cl 0.01 -0.30 -0.04
N -0.61 0.29 -0.13
N -2.15 -0.29 -0.12
C 0.57 0.26 0.42
C -0.44 -1.54 -1.13
O 1.71 -0.85 -1.14
O -0.41 2.09 1.50
C 0.95 0.20 0.02
C 0.21 0.10 0.30
C -0.28 -0.24 -0.30
C -0.07 0.01 -0.13
C -0.66 0.93 0.34
C -0.72 0.45 1.30
H 1.07 -0.55 -0.41
H -0.06 -0.10 -0.25
H -0.13 -0.09 -0.08
H -0.07 -0.04 0.01
H -0.14 0.34 -0.22
H 0.14 0.98 0.39
O -2.05 2.12 -6.03
H -1.75 -2.71 -3.76
H -1.09 0.53 2.69
Te -0.19 0.24 -0.06
C -0.06 0.25 0.33
C -0.16 -0.16 -0.48
As 0.19 0.07 0.24
C 0.08 0.27 -0.30
C 0.31 0.37 -0.19
C -0.18 0.01 -0.21
C -0.08 -0.25 -0.44
H 0.41 -0.27 0.31
H -0.54 -0.18 0.08
H 0.22 0.36 -0.50
H -0.16 -0.27 0.37
H 0.61 0.09 -0.05
H -0.68 0.37 0.27
H -0.07 -0.81 -0.23
H -0.14 0.29 0.12
H -0.48 -0.16 -0.09
H 0.36 -0.35 -0.17
H 0.60 0.24 0.29
H -1.03 0.81 -0.11
H 0.55 -0.24 -0.04
H -0.01 0.44 0.15
H -0.35 -0.01 0.05
N -2.00 -0.44 0.13
C -1.98 0.02 0.91
N -0.61 -0.44 -0.09
C -0.15 0.49 0.66
C -0.16 0.00 -0.08
C -0.05 -0.02 0.02
C -0.15 -0.10 -0.03
C -0.14 0.45 0.75
H 0.04 0.31 -0.17
H -0.03 0.06 -0.12
H 0.22 -0.03 -0.03
H 0.09 0.10 0.03
H 0.13 0.01 -0.03
H 0.00 0.02 0.00
H 0.20 -0.01 -0.05
H 0.10 0.04 0.06
H 0.11 -0.16 0.22
H 0.04 -0.11 0.00
H 0.06 -0.43 -1.26